{
  "formula": "C34H50AsCsN2OPSi3",
  "method": "ωB97M-V with the def2-TZVPD basis set",
  "homo_ev": -10.43,
  "total_charge": 1,
  "gap_ev": 8.13,
  "e_lumo_ev": -2.3,
  "e_tot_ha": -4976.1013,
  "relative_energy_kcal_mol": 0.0,
  "elements": ["Cs", "N", "P", "C", "C", "C", "C", "C", "C", "C", "C", "C", "C", "C", "C", "C", "C", "C", "C", "C", "N", "H", "H", "H", "H", "H", "H", "H", "H", "H", "H", "H", "H", "H", "H", "H", "C", "Si", "C", "C", "As", "Si", "C", "C", "C", "Si", "C", "C", "C", "H", "H", "H", "H", "H", "H", "H", "H", "H", "H", "H", "H", "H", "H", "H", "H", "H", "H", "H", "H", "H", "H", "H", "H", "H", "H", "H", "C", "C", "O", "C", "C", "C", "C", "C", "C", "H", "H", "H", "H", "H", "H", "H", "H"],
  "xyz": [[-0.521, -0.826, -1.629], [-1.797, 1.510, 1.852], [-1.373, -0.151, 1.825], [-2.917, -0.978, 2.341], [-3.572, -1.769, 1.401], [-4.765, -2.406, 1.715], [-5.314, -2.247, 2.977], [-4.670, -1.460, 3.926], [-3.476, -0.833, 3.612], [-0.379, -0.257, 3.349], [-0.174, -1.517, 3.914], [0.669, -1.672, 5.001], [1.322, -0.570, 5.540], [1.123, 0.685, 4.987], [0.278, 0.841, 3.894], [-1.914, 2.334, 0.747], [-2.311, 3.669, 0.922], [-2.409, 4.481, -0.182], [-2.121, 3.962, -1.444], [-1.747, 2.640, -1.513], [-1.638, 1.830, -0.453], [-2.133, 1.909, 2.717], [-3.142, -1.897, 0.412], [-5.258, -3.027, 0.978], [-6.242, -2.744, 3.230], [-5.096, -1.345, 4.914], [-2.964, -0.243, 4.364], [-0.681, -2.383, 3.504], [0.817, -2.654, 5.431], [1.980, -0.692, 6.390], [1.624, 1.548, 5.405], [0.141, 1.824, 3.463], [-2.528, 4.045, 1.914], [-2.710, 5.514, -0.069], [-2.188, 4.565, -2.338], [-1.527, 2.191, -2.479], [5.317, -2.140, -3.539], [5.318, -1.253, -1.894], [6.729, -0.025, -1.838], [5.506, -2.497, -0.508], [3.194, -0.244, -1.670], [3.446, 1.793, -2.821], [4.153, 1.432, -4.515], [1.701, 2.464, -3.019], [4.509, 3.063, -1.950], [3.180, 0.449, 0.582], [4.819, 1.071, 1.235], [2.634, -1.033, 1.589], [1.898, 1.809, 0.744], [6.276, -2.640, -3.698], [5.158, -1.450, -4.369], [4.531, -2.897, -3.576], [7.678, -0.565, -1.908], [6.738, 0.548, -0.911], [6.690, 0.678, -2.672], [6.423, -3.073, -0.656], [4.670, -3.199, -0.486], [5.574, -2.017, 0.470], [3.570, 0.669, -5.036], [5.186, 1.087, -4.460], [4.140, 2.339, -5.124], [1.107, 1.792, -3.646], [1.711, 3.443, -3.504], [1.198, 2.574, -2.055], [5.519, 2.688, -1.778], [4.092, 3.364, -0.988], [4.587, 3.959, -2.573], [5.581, 0.290, 1.226], [4.690, 1.394, 2.272], [5.195, 1.920, 0.663], [3.333, -1.865, 1.482], [1.646, -1.384, 1.279], [2.571, -0.776, 2.650], [2.150, 2.687, 0.146], [1.839, 2.126, 1.788], [0.900, 1.474, 0.442], [-5.092, 0.732, -1.964], [-4.506, -0.647, -2.065], [-3.332, -0.798, -2.369], [-5.365, -1.827, -1.770], [-4.830, -3.106, -1.920], [-5.595, -4.222, -1.632], [-6.905, -4.068, -1.193], [-7.448, -2.799, -1.047], [-6.680, -1.681, -1.335], [-4.351, 1.462, -2.278], [-5.378, 0.932, -0.928], [-5.989, 0.824, -2.576], [-3.812, -3.210, -2.273], [-5.176, -5.212, -1.753], [-7.506, -4.940, -0.971], [-8.468, -2.681, -0.709], [-7.111, -0.697, -1.212]],
  "forces_ev_per_a": [[0.1, 0.0, -0.1], [0.0, 0.0, 0.0], [0.0, 0.0, 0.0], [0.0, 0.0, 0.0], [0.0, 0.0, 0.0], [0.0, 0.0, 0.0], [0.0, 0.0, 0.0], [0.0, 0.0, 0.0], [0.0, 0.0, 0.0], [0.0, 0.0, 0.0], [0.0, 0.0, 0.0], [0.0, 0.0, 0.0], [0.0, 0.0, 0.0], [0.0, 0.0, 0.0], [0.0, 0.0, 0.0], [0.0, 0.0, 0.0], [0.0, 0.0, 0.0], [0.0, 0.0, 0.0], [0.0, 0.0, 0.0], [0.0, 0.0, 0.0], [0.0, 0.0, 0.0], [0.0, 0.0, 0.0], [0.0, 0.0, 0.0], [0.0, 0.0, 0.0], [0.0, 0.0, 0.0], [0.0, 0.0, 0.0], [0.0, 0.0, 0.0], [0.0, 0.0, 0.0], [0.0, 0.0, 0.0], [0.0, 0.0, 0.0], [0.0, 0.0, 0.0], [0.0, 0.0, 0.0], [0.0, 0.0, 0.0], [0.0, 0.0, 0.0], [0.0, 0.0, 0.0], [0.0, 0.0, 0.0], [0.0, 0.0, 0.0], [0.0, 0.0, 0.0], [0.0, 0.0, 0.0], [0.0, 0.0, 0.0], [0.0, 0.0, 0.0], [0.0, 0.0, 0.0], [0.0, 0.0, 0.0], [0.0, 0.0, 0.0], [0.0, 0.0, 0.0], [0.0, 0.0, 0.0], [0.0, 0.0, 0.0], [0.0, 0.0, 0.0], [0.0, 0.0, 0.0], [0.0, 0.0, 0.0], [0.0, 0.0, 0.0], [0.0, 0.0, 0.0], [0.0, 0.0, 0.0], [0.0, 0.0, 0.0], [0.0, 0.0, 0.0], [0.0, 0.0, 0.0], [0.0, 0.0, 0.0], [0.0, 0.0, 0.0], [0.0, 0.0, 0.0], [0.0, 0.0, 0.0], [0.0, 0.0, 0.0], [0.0, 0.0, 0.0], [0.0, 0.0, 0.0], [0.0, 0.0, 0.0], [0.0, 0.0, 0.0], [0.0, 0.0, 0.0], [0.0, 0.0, 0.0], [0.0, 0.0, 0.0], [0.0, 0.0, 0.0], [0.0, 0.0, 0.0], [0.0, 0.0, 0.0], [0.0, 0.0, 0.0], [0.0, 0.0, 0.0], [0.0, 0.0, 0.0], [0.0, 0.0, 0.0], [0.0, 0.0, 0.0], [0.0, 0.0, 0.0], [0.0, 0.0, 0.0], [0.0, 0.0, 0.0], [0.0, 0.0, 0.0], [0.0, 0.0, 0.0], [0.0, 0.0, 0.0], [0.0, 0.0, 0.0], [0.0, 0.0, 0.0], [0.0, 0.0, 0.0], [0.0, 0.0, 0.0], [0.0, 0.0, 0.0], [0.0, 0.0, 0.0], [0.0, 0.0, 0.0], [0.0, 0.0, 0.0], [0.0, 0.0, 0.0], [0.0, 0.0, 0.0], [0.0, 0.0, 0.0]],
  "lowdin_charge": [0.784, -0.127, 0.986, -0.368, -0.101, -0.065, -0.063, -0.067, -0.086, -0.394, -0.108, -0.072, -0.078, -0.077, -0.111, -0.391, -0.009, -0.054, -0.065, -0.191, 0.011, 0.108, 0.075, 0.089, 0.110, 0.109, 0.110, 0.112, 0.110, 0.108, 0.108, 0.090, 0.115, 0.115, 0.108, 0.094, -0.221, 0.240, -0.207, -0.221, 0.744, 0.238, -0.218, -0.231, -0.204, 0.231, -0.200, -0.208, -0.208, 0.038, 0.016, 0.030, 0.040, 0.016, 0.017, 0.038, 0.032, 0.014, 0.032, 0.016, 0.038, 0.023, 0.041, 0.001, 0.019, 0.017, 0.040, 0.020, 0.039, 0.018, 0.022, 0.010, 0.029, 0.019, 0.029, -0.011, 0.007, -0.387, -0.129, -0.173, -0.026, -0.064, -0.068, -0.064, -0.024, 0.075, 0.101, 0.097, 0.116, 0.111, 0.112, 0.111, 0.113]
}